No. 1
Density functional theory data (ωB97M-V/def2-TZVPD) for 11 unconnected molecules or ions with the total composition C38H62N4O20 at a distorted geometry.

Gap between HOMO and LUMO in eV: 9.85
HOMO in eV: -9.702
SMILES: O=C1OCCO1.O=C1OCCO1.O=C1OCCO1.O=C1OCCO1.O=C1OCCO1.O=C1OCCO1.CCCC#N.CCCC#N.CCCC#N.CCCC#N.COCCOC
LUMO level in eV: 0.1

Structure (ORCA input):
```
! RIJCOSX wB97M-V def2-TZVPD def2/J DEFGRID3
* xyz 0 1
C -28.433 -12.591 -6.886
C -27.641 -11.434 -6.222
O -26.563 -11.286 -7.148
C -26.839 -11.900 -8.299
O -26.095 -11.851 -9.283
O -28.059 -12.480 -8.270
H -29.539 -12.411 -6.892
H -28.135 -13.544 -6.463
H -27.194 -11.645 -5.197
H -28.175 -10.478 -6.106
C -25.348 -17.524 -1.580
C -24.926 -17.724 -3.026
O -26.115 -17.657 -3.787
C -27.113 -17.208 -2.996
O -28.267 -17.114 -3.329
O -26.669 -16.993 -1.743
H -24.669 -16.826 -1.145
H -25.366 -18.398 -0.987
H -24.421 -18.658 -3.194
H -24.283 -16.895 -3.271
C -23.414 -10.919 -5.875
C -23.185 -11.315 -7.304
O -22.056 -10.547 -7.731
C -21.877 -9.518 -6.894
O -20.972 -8.703 -6.987
O -22.784 -9.599 -5.831
H -22.951 -11.599 -5.148
H -24.492 -10.843 -5.622
H -24.050 -11.130 -7.914
H -22.984 -12.347 -7.411
C -25.600 -16.686 -6.820
C -25.827 -15.635 -7.920
O -25.494 -14.358 -7.278
C -24.901 -14.620 -6.104
O -24.492 -13.791 -5.343
O -24.901 -15.929 -5.828
H -25.054 -17.586 -7.053
H -26.531 -16.932 -6.324
H -26.808 -15.530 -8.309
H -25.149 -15.709 -8.720
C -20.807 -11.748 -1.226
C -20.487 -10.307 -0.738
O -19.244 -9.929 -1.363
C -18.691 -11.068 -1.832
O -17.587 -11.086 -2.321
O -19.490 -12.117 -1.673
H -21.454 -11.791 -2.072
H -21.081 -12.419 -0.390
H -20.394 -10.244 0.366
H -21.257 -9.609 -1.003
C -30.024 -14.614 -3.126
C -28.961 -14.441 -1.996
O -27.741 -14.348 -2.679
C -27.916 -14.468 -3.993
O -27.048 -14.501 -4.801
O -29.286 -14.479 -4.325
H -30.790 -13.829 -3.061
H -30.464 -15.602 -3.030
H -28.952 -15.300 -1.283
H -29.181 -13.463 -1.470
C -25.741 -7.847 -5.945
C -25.904 -7.108 -4.564
C -27.328 -6.573 -4.489
C -28.351 -7.620 -4.811
N -29.256 -8.277 -4.977
H -25.718 -7.178 -6.806
H -26.616 -8.482 -6.173
H -24.777 -8.402 -5.889
H -25.133 -6.407 -4.438
H -25.775 -7.867 -3.755
H -27.497 -5.800 -5.204
H -27.660 -6.252 -3.464
C -22.284 -9.262 3.502
C -22.315 -10.756 3.528
C -23.483 -11.415 2.737
C -23.591 -10.866 1.402
N -23.652 -10.372 0.368
H -23.231 -8.808 3.815
H -22.061 -8.826 2.534
H -21.543 -8.949 4.295
H -22.438 -11.086 4.580
H -21.322 -11.031 3.185
H -24.436 -11.325 3.296
H -23.351 -12.512 2.603
C -18.232 -10.863 -6.917
C -17.697 -10.202 -5.710
C -18.718 -9.254 -5.061
C -19.783 -10.144 -4.523
N -20.578 -10.896 -4.207
H -18.748 -10.186 -7.557
H -18.943 -11.717 -6.710
H -17.446 -11.268 -7.574
H -16.826 -9.604 -5.920
H -17.362 -10.816 -4.846
H -19.028 -8.470 -5.744
H -18.411 -8.711 -4.152
C -25.645 -10.803 -3.011
C -25.430 -12.294 -2.622
C -23.944 -12.501 -2.287
C -23.659 -13.904 -1.924
N -23.476 -15.020 -1.685
H -25.205 -10.549 -3.955
H -25.193 -10.085 -2.297
H -26.699 -10.591 -3.051
H -25.694 -12.934 -3.485
H -26.022 -12.527 -1.764
H -23.542 -11.885 -1.471
H -23.387 -12.279 -3.180
C -18.307 -20.978 0.161
O -19.271 -19.992 0.548
C -19.703 -19.359 -0.658
C -20.424 -18.112 -0.153
O -21.793 -18.403 0.172
C -22.371 -17.310 0.829
H -17.450 -20.488 -0.370
H -18.753 -21.779 -0.422
H -17.853 -21.477 1.065
H -20.435 -19.988 -1.220
H -18.876 -19.129 -1.335
H -20.417 -17.376 -0.946
H -19.870 -17.728 0.719
H -23.408 -17.620 0.989
H -22.450 -16.388 0.240
H -21.863 -17.069 1.762
*
```

Löwdin population analysis, charges in e, atoms 1 to 99: -0.087 -0.084 0.032 -0.560 0.106 0.059 0.150 0.092 0.130 0.101 -0.102 -0.108 0.069 -0.540 0.151 0.073 0.063 0.119 0.132 0.103 -0.129 -0.100 0.082 -0.510 0.102 -0.002 0.093 0.095 0.110 0.120 -0.076 -0.038 0.055 -0.597 0.136 0.043 0.132 0.119 0.123 0.115 -0.109 -0.114 0.051 -0.613 0.126 0.051 0.062 0.134 0.121 0.106 -0.127 -0.112 0.041 -0.525 0.158 0.041 0.130 0.119 0.139 0.143 -0.075 -0.217 -0.177 -0.248 0.146 0.078 0.053 0.064 0.088 0.105 0.106 0.133 -0.133 -0.266 -0.170 -0.219 0.188 0.079 0.066 0.098 0.117 0.105 0.131 0.126 -0.111 -0.263 -0.150 -0.186 0.235 0.058 0.100 0.079 0.105 0.110 0.103 0.123 -0.085 -0.207 -0.182

No. 2
Density functional theory data (ωB97M-V/def2-TZVPD) for 8 unconnected molecules or ions with the total composition C38H63BNO18 at a distorted geometry.

Gap between HOMO and LUMO in eV: 6.45
HOMO in eV: -4.432
LUMO level in eV: 2.0

Structure (ORCA input):
```
! RIJCOSX wB97M-V def2-TZVPD def2/J DEFGRID3
* xyz -1 1
C 0.358 3.446 3.275
C 1.115 3.012 2.013
O 1.062 1.604 1.848
C 0.622 1.153 0.573
O 1.439 0.106 0.168
B 0.730 -1.176 0.486
C 1.208 -1.747 1.992
C 0.138 -2.023 2.983
C 0.201 -1.267 4.304
N -0.809 -2.850 2.771
O -0.667 -0.812 0.284
C -0.846 0.582 0.509
C -1.666 0.697 1.804
C -2.889 1.634 1.715
C -4.170 0.834 1.920
O -2.834 2.606 2.798
H -0.136 4.401 3.147
H 1.069 3.507 4.092
H -0.352 2.668 3.502
H 0.720 3.533 1.143
H 2.164 3.299 2.099
H 0.756 1.897 -0.220
H 1.144 -1.995 -0.343
H 1.763 -2.674 1.852
H 1.883 -1.018 2.430
H 0.259 -1.973 5.124
H -0.667 -0.629 4.427
H 1.087 -0.641 4.334
H -1.406 -2.852 3.601
H -1.329 1.035 -0.355
H -1.011 1.005 2.610
H -1.987 -0.302 2.048
H -2.925 2.158 0.770
H -4.036 0.082 2.689
H -4.948 1.509 2.258
H -4.514 0.367 1.001
H -2.927 2.070 3.603
O 5.127 -1.069 -4.949
C 4.803 -0.516 -3.931
O 3.540 -0.564 -3.478
C 3.396 0.245 -2.287
C 4.803 0.365 -1.728
C 5.660 0.317 -2.996
H 2.977 1.212 -2.575
H 2.712 -0.243 -1.601
H 4.945 1.256 -1.121
H 5.027 -0.503 -1.106
H 5.798 1.304 -3.442
H 6.628 -0.151 -2.831
O -6.441 3.115 4.575
C -6.477 3.807 3.598
O -6.177 3.355 2.365
C -6.203 4.433 1.416
C -7.089 5.498 2.048
C -6.817 5.284 3.536
H -5.179 4.777 1.262
H -6.594 4.062 0.472
H -6.870 6.504 1.693
H -8.137 5.285 1.832
H -5.951 5.852 3.881
H -7.679 5.506 4.159
O 8.778 -1.413 -2.147
C 8.604 -2.456 -2.708
O 9.450 -3.507 -2.576
C 9.039 -4.587 -3.438
C 7.566 -4.333 -3.712
C 7.487 -2.812 -3.667
H 9.642 -4.553 -4.348
H 9.220 -5.532 -2.932
H 7.220 -4.768 -4.647
H 6.957 -4.746 -2.906
H 7.696 -2.352 -4.633
H 6.529 -2.469 -3.297
O 5.958 -7.634 -1.734
C 4.883 -7.138 -1.915
O 4.389 -6.881 -3.149
C 3.131 -6.180 -3.041
C 2.608 -6.508 -1.649
C 3.905 -6.665 -0.858
H 3.320 -5.113 -3.171
H 2.469 -6.519 -3.833
H 1.934 -5.751 -1.257
H 2.072 -7.458 -1.670
H 4.257 -5.712 -0.460
H 3.824 -7.395 -0.058
O -1.893 -2.714 -6.202
C -0.814 -2.242 -5.977
O 0.027 -2.726 -5.045
C 1.199 -1.884 -4.940
C 1.276 -1.150 -6.269
C -0.199 -1.025 -6.646
H 1.066 -1.206 -4.097
H 2.071 -2.502 -4.754
H 1.806 -0.203 -6.202
H 1.790 -1.771 -7.005
H -0.658 -0.128 -6.225
H -0.361 -1.056 -7.720
O -2.616 3.401 9.761
C -3.621 3.559 9.132
O -3.791 3.082 7.880
C -5.057 3.519 7.342
C -5.908 3.847 8.561
C -4.859 4.325 9.562
H -4.881 4.391 6.711
H -5.482 2.730 6.733
H -6.690 4.575 8.353
H -6.385 2.939 8.934
H -4.655 5.393 9.467
H -5.116 4.088 10.591
O -3.735 2.652 -1.670
C -3.518 1.934 -2.603
O -3.065 0.670 -2.471
C -2.804 0.094 -3.765
C -3.655 0.903 -4.735
C -3.666 2.278 -4.074
H -1.736 0.184 -3.977
H -3.073 -0.958 -3.752
H -3.265 0.897 -5.752
H -4.668 0.500 -4.762
H -2.813 2.888 -4.374
H -4.590 2.822 -4.248
*
```

Löwdin population analysis, charges in e, atoms 1 to 99: -0.060 -0.251 -0.084 -0.319 -0.041 -0.700 -0.073 -0.466 -0.049 0.114 -0.017 -0.205 -0.064 -0.367 -0.038 -0.078 0.067 0.064 0.043 0.107 0.107 0.143 0.088 0.085 0.076 0.067 0.062 0.063 0.029 0.127 0.090 0.106 0.115 0.080 0.048 0.085 0.089 0.087 -0.503 0.007 -0.127 -0.131 -0.068 0.131 0.104 0.119 0.124 0.131 0.098 0.112 -0.477 0.012 -0.139 -0.154 -0.075 0.134 0.128 0.113 0.115 0.131 0.121 0.113 -0.479 0.024 -0.149 -0.144 -0.078 0.123 0.124 0.121 0.113 0.137 0.104 0.105 -0.501 0.014 -0.148 -0.146 -0.072 0.124 0.123 0.123 0.117 0.134 0.124 0.102 -0.507 0.037 -0.144 -0.147 -0.079 0.123 0.118 0.115 0.120 0.113 0.121 0.116 -0.496

No. 3
Density functional theory data (ωB97M-V/def2-TZVPD) for a molecular structure, C38H63CsGeN5O4P2S2Se at a distorted geometry.

Gap between HOMO and LUMO (alpha / beta) in eV: 4.38 / 6.07
HOMO (alpha / beta) in eV: -0.915 / -2.612
ΔE to the lowest compared entry with this formula, charge and spin in eV: 1.101
LUMO level (alpha / beta) in eV: 3.5 / 3.5

Structure (ORCA input):
```
! RIJCOSX wB97M-V def2-TZVPD def2/J DEFGRID3
* xyz -2 2
Cs 0.136 0.349 0.309
N 3.418 -0.100 1.352
C 4.338 -0.759 0.446
C 4.267 -0.177 -0.966
N 2.951 -0.406 -1.528
H 3.815 0.757 1.715
H 3.203 -0.710 2.133
H 4.047 -1.810 0.373
H 5.388 -0.721 0.794
H 5.082 -0.641 -1.558
H 4.449 0.903 -0.945
H 2.701 -1.387 -1.407
H 2.951 -0.212 -2.523
O -1.724 0.648 2.013
N -2.782 0.398 2.694
C -3.591 1.401 3.057
C -4.764 1.206 3.748
C -5.130 -0.090 4.098
C -4.290 -1.118 3.749
C -3.100 -0.897 3.043
S -2.089 -2.163 2.584
H -3.259 2.387 2.767
H -5.380 2.055 4.001
H -6.054 -0.283 4.626
H -4.514 -2.145 3.992
C -0.674 2.649 -3.729
P -0.885 2.811 -1.898
C -0.284 4.521 -1.777
N -0.768 5.440 -2.626
C -0.231 6.683 -2.531
C -0.704 7.713 -3.353
C -0.158 8.986 -3.274
C 0.851 9.263 -2.368
C 1.331 8.267 -1.530
C 0.816 6.969 -1.602
N 1.325 6.000 -0.800
C 0.750 4.792 -0.893
P 1.467 3.428 0.068
C 3.213 3.663 -0.494
C 1.552 4.183 1.812
C 0.091 4.449 2.177
C 2.372 5.467 1.930
C 2.128 3.114 2.741
C -2.771 2.993 -1.753
C -3.034 3.178 -0.258
C -3.397 1.678 -2.222
C -3.380 4.166 -2.517
H -1.105 3.514 -4.232
H -1.104 1.713 -4.084
H 0.402 2.634 -3.914
H -1.508 7.496 -4.045
H -0.533 9.771 -3.922
H 1.271 10.261 -2.310
H 2.108 8.477 -0.807
H 3.444 4.727 -0.536
H 3.281 3.234 -1.495
H 3.900 3.134 0.163
H -0.319 5.230 1.534
H -0.002 4.770 3.216
H -0.499 3.542 2.038
H 2.062 6.178 1.165
H 3.434 5.263 1.803
H 2.227 5.910 2.918
H 1.576 2.180 2.646
H 2.068 3.448 3.777
H 3.175 2.925 2.502
H -2.681 2.312 0.300
H -4.100 3.311 -0.062
H -2.508 4.060 0.108
H -2.888 0.831 -1.759
H -3.331 1.574 -3.305
H -4.453 1.645 -1.941
H -2.975 5.108 -2.156
H -4.465 4.182 -2.384
H -3.165 4.096 -3.580
C -4.533 -1.329 0.074
O -3.335 -1.965 -0.261
H -5.102 -1.215 -0.848
H -4.367 -0.338 0.511
H -5.119 -1.928 0.785
H -2.797 -2.042 0.556
O 6.611 -8.247 -1.022
C 5.792 -7.996 0.061
O 5.856 -8.763 1.004
C 4.925 -6.844 -0.032
C 4.034 -6.594 1.034
C 3.166 -5.543 1.008
C 3.123 -4.660 -0.095
S 2.036 -3.370 -0.164
C 4.024 -4.901 -1.155
C 4.892 -5.954 -1.126
H 6.452 -7.585 -1.706
H 4.063 -7.267 1.879
H 2.482 -5.362 1.825
H 4.007 -4.230 -2.003
H 5.559 -6.078 -1.977
C -4.723 -4.484 -1.789
Ge -4.234 -3.841 -3.600
C -4.889 -5.178 -4.952
C -5.065 -2.062 -3.927
C -2.266 -3.661 -3.912
Se -1.350 -2.560 -2.554
C -1.109 -3.960 -1.247
H -5.803 -4.458 -1.660
H -4.272 -3.832 -1.048
H -4.384 -5.500 -1.612
H -5.953 -5.363 -4.848
H -4.371 -6.123 -4.820
H -4.705 -4.834 -5.965
H -6.062 -2.009 -3.499
H -5.136 -1.842 -4.989
H -4.450 -1.298 -3.458
H -2.095 -3.169 -4.871
H -1.752 -4.623 -3.932
H -1.921 -4.674 -1.356
H -1.130 -3.506 -0.262
H -0.143 -4.436 -1.402
*
```

Löwdin population analysis, charges in e, atoms 1 to 99: 0.781 -0.009 -0.310 -0.302 -0.036 0.047 0.070 0.046 0.104 0.103 0.085 -0.044 0.064 -0.511 -0.262 -0.051 -0.091 -0.107 -0.128 -0.731 0.621 0.124 0.091 0.093 0.091 -0.270 0.928 -0.472 0.067 -0.236 -0.055 -0.150 -0.150 -0.056 -0.235 0.059 -0.482 0.908 -0.270 -0.719 -0.110 -0.109 -0.117 -0.717 -0.116 -0.111 -0.110 0.022 0.024 0.031 0.093 0.080 0.080 0.093 0.026 0.030 0.018 0.075 0.078 0.060 0.047 0.068 0.073 0.054 0.079 0.060 0.043 0.082 0.072 0.065 0.070 0.082 0.060 0.074 0.065 -0.178 -0.264 0.070 0.075 0.082 -0.063 0.064 -0.496 0.057 -0.179 -0.033 -0.124 -0.752 0.627 -0.134 -0.056 0.064 0.111 0.093 0.093 0.098 -0.209 0.803 -0.235

> Which formula does entry 1 have?

C38H62N4O20